No. 1
Computed, not measured: a molecular structure, C29H23B2CsF9N7O5 in a non-equilibrium geometry, with ωB97M-V/def2-TZVPD.

Element x y z (Å)
Cs 0.818 0.084 0.581
F -3.855 -1.722 -2.382
F -1.273 2.534 3.068
F -2.097 -2.057 -3.809
F 1.292 6.493 1.973
F 0.870 1.862 4.803
F 0.095 4.229 5.918
F 2.102 4.141 0.844
F 0.320 6.491 4.472
F -3.264 2.712 1.988
O -1.667 -2.144 -1.468
O -2.348 0.022 -2.726
O -1.431 1.740 0.822
O -2.492 0.573 2.603
O 1.796 1.829 2.258
N -2.115 -1.837 -0.338
N -2.335 -0.366 1.669
N -0.768 2.817 0.284
N 1.882 -0.922 -2.324
N 1.596 -1.991 2.605
N -1.485 0.659 -1.857
N 2.673 -2.243 -0.021
C -1.736 1.906 -1.795
C 1.201 5.340 2.628
C 4.719 -4.082 -0.247
C 0.693 5.344 3.938
C 3.859 -1.675 3.302
C -3.067 -1.408 1.736
C 0.587 4.170 4.685
C 1.090 -2.535 -4.446
C 1.198 -1.509 3.779
C 1.476 2.914 2.773
C 0.964 2.985 4.122
C 3.432 -1.175 4.521
C 1.855 -3.051 -3.413
C 2.225 -2.212 -2.370
C -3.649 -3.566 0.366
C 4.375 -3.567 0.990
C 1.156 -0.439 -3.326
C 3.010 -2.726 -1.215
C -4.101 -1.707 2.777
C -0.124 3.894 -1.738
C -2.873 2.562 -2.529
C 4.028 -3.662 -1.371
C 0.734 -1.199 -4.407
C -0.861 2.822 -0.989
C 1.601 4.167 2.066
C 2.074 -1.096 4.772
C 3.333 -2.646 1.058
C 2.907 -2.079 2.372
C -2.889 -2.289 0.554
B -2.110 1.954 2.107
B -2.573 -1.390 -2.725
H 2.132 -4.097 -3.396
H -2.983 3.603 -2.237
H 4.151 -0.843 5.260
H -4.262 -0.817 3.380
H 0.758 -3.171 -5.256
H 4.912 -1.732 3.062
H 0.114 -0.757 -5.173
H -3.230 -4.130 -0.464
H 0.404 4.534 -1.035
H -3.778 -2.518 3.434
H 1.691 -0.706 5.705
H -0.809 4.504 -2.330
H -3.796 2.026 -2.308
H -5.045 -2.004 2.319
H 0.884 0.608 -3.259
H -2.718 2.494 -3.608
H 5.519 -4.806 -0.336
H -4.689 -3.331 0.137
H 4.883 -3.889 1.889
H -3.622 -4.162 1.277
H 4.285 -4.032 -2.354
H 0.598 3.454 -2.430
H 0.125 -1.438 3.925

Computed properties:
**HOMO level (alpha / beta)**: -8.720 / -8.821 eV
**Energy relative to the best compared isomer or geometry (same formula, charge and spin)**: 70.84 kJ/mol
**HOMO-LUMO gap (alpha / beta)**: 7.56 / 6.54 eV

Atomic partial charges in e from the Löwdin method, atoms 1 to 2: number 1, Cs, carries 1.34; number 2, F, carries 0.19

No. 2
Computed, not measured: a molecular structure, C29H23B2CsF9N7O5 in a non-equilibrium geometry, with ωB97M-V/def2-TZVPD.

Element x y z (Å)
Cs 0.918 0.727 -1.241
F 2.274 6.234 -0.221
F 0.391 7.516 -1.658
F -0.864 6.316 -3.732
F -2.326 4.237 0.464
F 2.911 3.667 -0.835
F -0.211 3.770 -4.381
F -0.442 -4.463 2.249
F -1.338 3.239 -1.337
F 0.919 -3.017 1.107
O -2.883 2.047 0.049
O -0.549 -2.204 2.813
O 1.689 2.452 -2.922
O -1.437 -3.011 0.702
O -0.574 2.685 0.798
N 2.259 -1.979 -0.959
N 2.680 -0.098 0.900
N -0.452 1.499 1.487
N -0.161 -1.801 -2.124
N -0.750 -0.983 2.354
N -1.896 -1.793 0.609
N -2.517 0.762 -0.097
C 4.015 -4.042 -1.445
C 1.695 5.610 -1.242
C 4.342 -3.046 -0.546
C 3.428 -2.017 -0.326
C 0.071 5.658 -3.059
C 1.914 -2.964 -1.783
C 4.000 1.053 2.519
C -3.445 -0.085 0.157
C 2.033 4.331 -1.559
C 0.538 -2.911 -2.350
C 2.784 -4.014 -2.071
C -0.884 -0.175 4.642
C -1.174 1.301 2.522
C -0.947 -0.004 3.154
C -4.858 0.279 0.527
C 0.711 6.283 -1.983
C -1.312 -3.875 -3.528
C 1.410 3.632 -2.660
C 2.828 0.862 1.800
C 0.406 4.376 -3.388
C -2.173 2.266 3.092
C -0.021 -3.985 -3.043
C 4.904 -0.815 1.334
C -1.406 -1.708 -2.568
C -3.046 -1.509 0.141
C -2.027 -2.713 -3.294
C 5.057 0.194 2.270
C 3.688 -0.936 0.661
C -3.980 -2.578 -0.343
B -1.794 3.046 -0.021
B -0.294 -3.209 1.723
H -4.948 -2.478 0.152
H 2.516 -4.798 -2.763
H -5.570 -0.159 -0.177
H -3.037 -2.590 -3.661
H -1.758 -4.694 -4.078
H -3.561 -3.556 -0.122
H -4.972 1.357 0.517
H -2.053 3.249 2.651
H 0.532 -4.899 -3.202
H 5.726 -1.487 1.135
H 1.960 1.498 1.949
H 5.995 0.305 2.801
H -1.926 -0.786 -2.322
H -0.936 -1.231 4.894
H -1.698 0.360 5.127
H 5.286 -3.085 -0.023
H -5.100 -0.104 1.522
H -3.184 1.912 2.863
H 0.059 0.228 5.018
H -2.079 2.346 4.176
H 4.080 1.850 3.246
H -4.143 -2.496 -1.418
H 4.711 -4.847 -1.645

Computed properties:
**HOMO level (alpha / beta)**: -8.533 / -8.520 eV
**Energy relative to the best compared isomer or geometry (same formula, charge and spin)**: 99.28 kJ/mol
**HOMO-LUMO gap (alpha / beta)**: 6.73 / 6.01 eV

Atomic partial charges in e from the Löwdin method, atoms 1 to 2: number 1, Cs, carries 1.44; number 2, F, carries 0.14

No. 3
Computed, not measured: a molecular structure, C29H23Br2I2N8OTi, with ωB97M-V/def2-TZVPD.

Element x y z (Å)
I 0.763 4.270 -1.099
I -0.975 5.943 4.403
Br 3.070 -0.107 -6.104
Br -4.708 -1.116 -5.136
Ti -0.195 -0.106 -0.134
O -0.786 1.700 -0.100
N 1.133 0.799 1.663
N 2.510 -3.490 -0.448
N -1.378 -0.183 1.910
N -0.981 -2.474 -0.005
N 0.865 0.024 -1.992
N 1.553 -1.635 0.256
N -0.516 -4.431 -0.910
N -1.680 -0.354 -1.687
C -1.885 -4.364 -0.793
C 2.853 2.148 2.616
C -1.531 3.293 3.057
C 2.171 0.350 -2.118
C 2.129 1.677 1.535
C -3.006 -0.369 -1.469
C -2.135 -0.727 -4.024
C -0.018 -3.281 -0.406
C -3.942 -0.577 -2.442
C -1.229 -0.478 -2.968
C 1.347 -2.841 -0.234
C -0.401 -0.533 2.951
C 0.172 -0.282 -3.138
C -0.309 4.833 1.672
C -2.155 -3.142 -0.265
C -3.470 -0.785 -3.756
C -0.264 3.882 0.662
C 3.523 -2.648 -0.041
C -0.858 2.632 0.834
C 2.157 -0.040 -4.459
C 0.831 -0.345 -4.386
C -0.939 4.537 2.871
C 2.859 0.345 -3.294
C 2.519 1.690 3.881
C 0.789 0.387 2.883
C 1.465 0.804 4.019
C -1.498 2.342 2.051
C -2.193 1.018 2.228
C 2.916 -1.509 0.383
H 0.160 5.797 1.525
H 3.057 2.040 4.752
H 2.324 2.034 0.529
H 2.670 0.638 -1.201
H -2.527 -5.166 -1.107
H -1.781 -0.851 -5.036
H -3.313 -0.195 -0.443
H 3.368 -0.617 0.780
H -0.003 -5.198 -1.311
H 3.899 0.629 -3.330
H -3.067 0.974 1.572
H -0.843 -0.486 3.953
H 0.286 -0.618 -5.277
H 2.637 -4.419 -0.814
H 4.557 -2.938 -0.096
H 1.151 0.458 4.995
H -2.020 3.063 3.996
H -0.080 -1.563 2.774
H 3.644 2.868 2.464
H -2.019 -0.965 1.820
H -2.557 0.950 3.259
H -3.119 -2.715 -0.055
H -4.997 -0.571 -2.214

Computed properties:
**HOMO level (alpha / beta)**: -7.844 / -10.080 eV
**Multiplicity**: 3
**<S²>**: 2.015
**Energy relative to the best compared isomer or geometry (same formula, charge and spin)**: 34.75 kJ/mol
**HOMO-LUMO gap (alpha / beta)**: 5.26 / 7.20 eV
**Net charge**: +1

Atomic partial charges in e from the Löwdin method, atoms 1 to 2: number 1, I, carries 0.98; number 2, I, carries 0.89

No. 4
Computed, not measured: a molecular structure, C29H23Br2PSSc, with ωB97M-V/def2-TZVPD.

Element x y z (Å)
Br -2.785 -1.497 -1.397
Br -3.339 1.220 0.164
Sc -0.742 0.491 -1.133
S -1.568 2.110 -2.694
P -0.241 0.197 1.465
C -1.312 1.346 5.235
C -1.532 2.705 5.066
C -0.852 -3.798 0.972
C 0.179 -0.488 -5.302
C 4.237 -0.169 -1.052
C -0.520 0.047 -4.230
C 2.258 -0.151 2.671
C 1.540 -0.010 1.510
C -2.114 -4.001 1.512
C 1.413 0.166 -0.978
C 0.596 1.740 -6.092
C -3.997 0.009 -1.182
C -0.666 1.423 -4.070
C -0.934 0.563 4.156
C -2.789 -2.945 2.110
C 0.731 0.366 -6.245
C -0.998 2.510 2.735
C 4.291 -0.343 1.410
C 2.131 0.195 -2.158
C -0.090 2.271 -5.013
C 3.653 -0.324 2.618
C -0.263 -2.543 1.029
C -0.775 1.143 2.897
C 3.538 0.024 -2.202
C 2.170 -0.014 0.236
C -1.372 3.290 3.817
C 3.573 -0.184 0.200
C -2.213 -1.686 2.153
C -0.943 -1.475 1.617
H -1.434 0.895 6.211
H -3.766 -3.106 2.548
H 5.366 -0.469 1.364
H 1.626 0.358 -3.100
H -0.767 -0.498 4.296
H -2.566 -4.983 1.478
H -4.948 -0.394 -0.858
H -0.316 -4.623 0.521
H 1.264 -0.035 -7.096
H -0.184 3.343 -4.903
H -1.829 3.312 5.912
H -4.029 0.545 -2.123
H 0.731 -2.398 0.622
H 1.764 -0.119 3.634
H 1.031 2.407 -6.824
H -1.537 4.350 3.686
H -0.862 2.975 1.763
H 0.290 -1.559 -5.399
H 5.312 -0.299 -1.071
H 4.052 0.050 -3.153
H -0.923 -0.638 -3.485
H 4.213 -0.434 3.537
H -2.754 -0.869 2.615

Computed properties:
**HOMO level**: -10.845 eV
**HOMO-LUMO gap**: 7.49 eV
**Net charge**: +1

Atomic partial charges in e from the Löwdin method, atoms 1 to 2: number 1, Br, carries 0.79; number 2, Br, carries 0.73